# 1
21
Properties=species:S:1:pos:R:3:lowdin_charge:R:1 method="wB97M-V/def2-TZVPD" smiles=CC(C)CC1CC1 gap_ha=0.420 e_above_lowest_kcal_mol=28.7
C -1.162 1.054 -0.931 -0.088
C -1.163 -0.141 0.023 -0.422
C -2.524 -0.845 -0.195 -0.089
C 0.131 -0.997 -0.076 -0.135
C 1.400 -0.313 0.511 -0.265
C 2.739 -0.110 -0.173 -0.131
C 1.928 1.083 0.234 -0.145
H -1.322 0.736 -1.969 0.084
H -1.972 1.741 -0.664 0.081
H -0.227 1.603 -0.882 0.039
H -1.140 0.261 1.046 0.132
H -3.327 -0.168 0.132 0.075
H -2.710 -1.023 -1.263 0.074
H -2.678 -1.796 0.328 0.070
H -0.060 -1.926 0.486 0.109
H 0.322 -1.325 -1.108 0.115
H 1.553 -0.540 1.567 0.127
H 3.673 -0.357 0.330 0.094
H 2.796 -0.238 -1.251 0.098
H 1.567 1.668 -0.603 0.078
H 2.206 1.699 1.088 0.100



# 2
57
Properties=species:S:1:pos:R:3:lowdin_charge:R:1 method="wB97M-V/def2-TZVPD" gap_ha="0.152 / 0.152" e_above_lowest_kcal_mol=17.3
Rh 0.239 0.660 -0.178 0.813
C 3.878 -1.136 -1.632 -0.046
C 2.994 -0.443 -0.828 -0.094
N 1.707 -0.282 -1.161 -0.052
C 1.231 -0.812 -2.316 -0.153
C 2.084 -1.527 -3.196 -0.156
C 3.434 -1.683 -2.823 0.007
C 1.550 -2.036 -4.391 -0.051
C 0.213 -1.843 -4.688 -0.084
C -0.633 -1.165 -3.833 -0.009
C -0.163 -0.624 -2.616 -0.202
N -0.856 0.067 -1.666 -0.136
C -2.167 0.426 -1.560 -0.207
C -3.222 0.193 -2.469 -0.009
C -4.503 0.633 -2.206 -0.084
C -4.818 1.308 -1.040 -0.051
C -3.817 1.571 -0.090 -0.155
C -4.058 2.255 1.119 0.007
C -3.010 2.483 1.993 -0.047
C -1.743 2.037 1.669 -0.098
N -1.490 1.386 0.527 -0.062
C -2.492 1.139 -0.354 -0.159
H 4.904 -1.241 -1.322 0.105
H 3.314 0.001 0.105 0.108
H 4.109 -2.221 -3.471 0.116
H 2.195 -2.569 -5.073 0.104
H -0.184 -2.226 -5.617 0.106
H -1.654 -1.049 -4.140 0.074
H -3.056 -0.314 -3.400 0.075
H -5.278 0.449 -2.937 0.106
H -5.826 1.644 -0.852 0.104
H -5.055 2.598 1.349 0.115
H -3.166 3.004 2.923 0.105
H -0.902 2.200 2.330 0.109
N 2.472 3.071 1.108 0.155
C 2.205 2.053 1.939 -0.455
N 2.818 2.114 3.119 0.169
C 2.639 1.069 3.939 -0.461
N 3.302 1.123 5.113 0.161
N 1.910 0.006 3.661 0.176
C 1.291 0.002 2.465 -0.243
N 1.396 1.050 1.557 0.055
C 0.508 -1.105 2.094 -0.171
C 0.370 -2.250 2.914 0.004
C -0.391 -3.301 2.505 -0.043
C -1.049 -3.222 1.255 -0.021
C -0.876 -2.095 0.494 -0.092
N -0.124 -1.058 0.870 0.008
H 3.009 3.836 1.477 0.106
H 1.962 3.184 0.240 -0.139
H 3.765 1.984 5.339 0.102
H 3.111 0.443 5.826 0.102
H 0.896 -2.245 3.855 0.109
H -0.500 -4.186 3.113 0.110
H -1.668 -4.031 0.900 0.110
H -1.367 -2.024 -0.468 0.116
Se 0.560 2.697 -1.467 -0.057



# 3
203
Properties=species:S:1:pos:R:3:mulliken_spin:R:1 method="wB97M-V/def2-TZVPD" spin_multiplicity=4 gap_ha="0.257 / 0.259"
V 3.524 -3.325 0.565 3.042
C 1.064 0.209 0.061 -0.001
C 1.044 -1.146 -0.598 -0.006
O 1.999 -2.061 -0.120 -0.026
H 1.965 0.754 -0.222 0.002
H 0.990 0.003 1.129 -0.006
H 0.212 0.830 -0.212 -0.001
H 0.926 -1.168 -1.682 0.011
H 0.023 -1.515 -0.498 0.011
C 1.127 -2.247 3.779 0.000
C 1.956 -3.557 3.705 -0.003
O 2.692 -3.805 2.541 0.007
H 1.712 -1.362 3.527 0.001
H 0.696 -2.098 4.769 -0.001
H 0.368 -2.226 2.997 -0.001
H 1.363 -4.431 3.974 0.002
H 2.725 -3.435 4.467 0.003
C 5.791 -0.859 3.350 0.001
C 4.869 -0.748 2.129 0.002
C 5.303 0.275 1.087 0.001
O 4.900 -1.943 1.406 -0.050
H 6.790 -0.890 2.914 0.000
H 5.635 -1.784 3.903 0.000
H 5.680 -0.087 4.111 0.000
H 3.884 -0.516 2.535 0.000
H 5.166 1.248 1.558 0.000
H 4.483 0.280 0.369 0.003
H 6.206 0.012 0.535 0.002
H 5.835 -1.987 1.195 0.002
C 0.261 1.761 -3.421 0.001
C 1.669 1.943 -3.980 -0.001
C 2.499 0.643 -3.841 0.000
O 1.692 2.357 -5.347 0.000
H -0.302 1.065 -4.043 -0.001
H -0.269 2.714 -3.434 0.000
H 0.279 1.556 -2.350 -0.001
H 2.107 2.789 -3.452 0.000
H 3.458 0.754 -4.346 0.000
H 1.938 -0.222 -4.194 0.000
H 2.609 0.498 -2.766 0.000
H 0.785 2.264 -5.647 0.000
C 2.273 -6.759 -1.874 -0.006
C 1.866 -5.440 -1.300 0.024
C 0.398 -5.233 -1.156 -0.014
O 2.483 -5.137 -0.025 -0.002
H 1.770 -6.956 -2.821 0.000
H 2.013 -7.515 -1.134 0.000
H 3.349 -6.729 -2.048 0.002
H 2.181 -4.643 -1.974 0.000
H -0.080 -5.806 -0.362 0.003
H -0.039 -5.422 -2.137 0.000
H 0.216 -4.197 -0.871 -0.001
H 2.162 -5.743 0.647 0.000
C -2.056 -2.835 1.289 0.003
C -2.882 -3.798 2.045 0.000
C -2.423 -3.758 3.577 0.000
C -3.351 -4.477 4.624 0.000
C -4.737 -3.949 4.498 0.000
C -5.332 -3.885 3.065 0.000
N -4.352 -3.466 1.995 0.000
O -4.889 -3.165 0.725 0.000
C -5.895 -5.323 2.828 0.000
C -6.481 -2.916 3.215 0.000
C -2.554 -5.200 1.578 0.000
H -0.998 -2.909 1.540 -0.003
H -2.279 -1.813 1.595 0.000
H -2.379 -2.904 0.250 0.000
H -1.431 -4.197 3.677 0.000
H -2.310 -2.724 3.904 0.000
H -2.955 -4.257 5.615 0.000
H -3.375 -5.539 4.381 0.000
H -4.702 -2.926 4.871 0.000
H -5.332 -4.589 5.149 0.000
H -5.194 -6.055 3.229 0.000
H -6.846 -5.520 3.322 0.000
H -6.164 -5.476 1.783 0.000
H -6.242 -1.889 3.492 0.000
H -6.999 -2.863 2.257 0.000
H -7.207 -3.307 3.928 0.000
H -2.864 -5.204 0.533 0.000
H -3.239 -5.948 1.976 0.000
H -1.512 -5.483 1.728 0.000
H -5.115 -2.237 0.821 0.000
C -1.511 3.674 -0.613 0.000
C -2.860 3.277 -1.230 0.000
C -2.891 3.894 -2.639 0.000
C -3.874 3.322 -3.569 0.000
C -3.623 1.791 -3.724 0.000
C -3.560 1.033 -2.310 0.000
N -2.838 1.773 -1.290 0.000
O -2.805 1.171 -0.083 0.000
C -5.018 0.721 -1.803 0.000
C -2.780 -0.352 -2.464 -0.001
C -4.137 3.902 -0.501 0.000
H -0.623 3.217 -1.049 0.001
H -1.498 3.429 0.449 0.000
H -1.329 4.743 -0.725 0.000
H -3.119 4.951 -2.500 0.000
H -1.920 3.831 -3.131 0.000
H -3.804 3.812 -4.541 0.000
H -4.908 3.374 -3.227 0.000
H -2.695 1.532 -4.234 0.000
H -4.462 1.412 -4.306 0.000
H -5.697 1.571 -1.883 0.000
H -5.429 -0.098 -2.393 0.000
H -5.032 0.268 -0.812 0.000
H -1.769 -0.165 -2.826 0.000
H -2.679 -0.918 -1.538 0.000
H -3.379 -0.979 -3.125 0.000
H -5.040 3.458 -0.920 0.000
H -4.253 4.976 -0.648 0.000
H -4.071 3.624 0.551 0.000
H -1.942 0.761 -0.183 0.000
C 5.450 6.927 2.396 0.000
C 4.499 5.894 1.909 0.000
C 3.053 6.451 2.388 0.000
C 1.900 5.706 1.720 0.000
C 2.075 5.784 0.162 0.000
C 3.428 5.245 -0.354 0.000
N 4.574 5.768 0.463 0.000
O 5.903 5.451 -0.088 0.000
C 3.311 3.763 -0.420 0.001
C 3.676 5.698 -1.812 0.000
C 4.737 4.551 2.597 0.000
H 5.095 7.899 2.052 0.000
H 6.452 6.839 1.977 0.000
H 5.425 7.008 3.482 0.000
H 2.864 6.432 3.462 0.000
H 2.859 7.469 2.050 0.000
H 0.896 6.004 2.022 0.000
H 1.886 4.648 1.983 0.000
H 1.896 6.760 -0.290 0.000
H 1.295 5.099 -0.169 0.000
H 2.746 3.339 -1.251 -0.001
H 4.242 3.202 -0.344 0.000
H 2.862 3.482 0.532 0.000
H 3.927 6.758 -1.853 0.000
H 4.466 5.203 -2.377 0.000
H 2.771 5.459 -2.369 0.000
H 5.776 4.284 2.787 0.000
H 4.279 3.730 2.045 0.000
H 4.490 4.491 3.657 0.000
H 6.131 6.288 -0.499 0.000
C 0.852 3.613 7.209 0.000
C 0.590 2.686 5.999 0.000
C -0.149 1.518 6.619 0.000
C -0.933 0.630 5.646 0.002
C -1.827 1.478 4.841 0.000
C -1.078 2.675 4.118 0.000
N -0.262 3.424 5.034 0.000
O 0.353 4.528 4.514 0.000
C -0.313 2.084 2.880 0.001
C -2.159 3.632 3.525 0.000
C 1.924 2.274 5.345 0.000
H 1.552 4.394 6.911 0.000
H 1.496 3.104 7.926 0.000
H -0.001 4.035 7.741 0.000
H 0.565 0.859 7.112 0.000
H -0.861 1.744 7.413 0.000
H -1.605 -0.033 6.190 0.000
H -0.227 -0.001 5.106 -0.001
H -2.649 1.857 5.448 0.000
H -2.297 0.837 4.095 0.000
H 0.556 2.625 2.503 0.000
H 0.095 1.099 3.108 0.000
H -0.892 1.902 1.975 0.000
H -2.529 3.352 2.539 0.000
H -3.091 3.696 4.087 0.000
H -1.859 4.679 3.571 0.000
H 1.769 1.411 4.697 0.000
H 2.768 2.149 6.024 0.000
H 2.286 3.152 4.810 0.000
H 1.026 4.211 3.907 0.000
C 0.077 -4.836 -8.760 0.000
C 0.171 -3.725 -7.655 0.000
C -0.579 -2.489 -8.113 0.000
C -0.844 -1.370 -7.059 0.000
C -1.517 -2.009 -5.827 0.000
C -0.862 -3.345 -5.297 0.000
N -0.477 -4.240 -6.394 0.000
O 0.164 -5.369 -5.898 0.000
C 0.241 -2.878 -4.390 0.000
C -2.034 -4.091 -4.452 0.000
C 1.637 -3.288 -7.432 0.000
H 0.144 -4.459 -9.781 0.000
H -0.849 -5.389 -8.602 0.000
H 0.897 -5.532 -8.585 0.000
H 0.027 -2.100 -8.932 0.000
H -1.440 -2.816 -8.696 0.000
H -1.459 -0.603 -7.532 0.000
H 0.099 -0.946 -6.715 0.000
H -2.588 -2.153 -5.969 0.000
H -1.417 -1.171 -5.138 0.000
H 1.012 -2.285 -4.882 0.000
H -0.162 -2.271 -3.579 0.001
H 0.749 -3.726 -3.930 -0.002
H -2.879 -4.228 -5.126 0.000
H -1.710 -5.063 -4.080 0.000
H -2.221 -3.537 -3.532 0.000
H 2.122 -3.253 -8.408 0.000
H 2.125 -4.092 -6.880 0.000
H 1.858 -2.300 -7.027 0.000
H 1.043 -5.032 -5.710 0.000



# 4
27
Properties=species:S:1:pos:R:3:mulliken_spin:R:1 method="wB97M-V/def2-TZVPD" spin_multiplicity=3 gap_ha="0.257 / 0.223" e_above_lowest_kcal_mol=28.4
C 0.117 -0.887 0.816 0.059
C -0.930 1.160 1.484 -0.025
C -0.221 -0.522 -0.521 -0.036
C -1.381 1.366 0.213 0.046
C -0.279 0.001 1.850 0.027
C -1.093 0.422 -0.806 0.017
C 3.710 0.685 1.427 0.852
C -0.016 -0.384 3.242 0.003
C -1.761 -0.632 -2.901 0.002
C -0.404 -0.950 -3.517 -0.003
N -1.645 0.540 -2.132 0.000
O 0.085 -2.046 -3.646 0.000
P 3.004 0.144 0.014 1.043
H 0.462 -1.930 1.058 -0.001
H -1.043 1.855 2.285 -0.003
H 0.333 -1.123 -1.290 -0.024
H -2.216 2.076 0.087 0.004
H 4.296 -0.072 2.009 0.016
H 3.658 1.737 1.783 0.019
H 0.141 0.451 3.945 -0.003
H -0.910 -0.912 3.639 0.003
H 0.899 -1.061 3.417 -0.001
H -2.400 -0.489 -3.822 0.000
H -2.128 -1.593 -2.411 -0.001
H 0.148 -0.150 -3.861 0.001
H -2.567 0.986 -2.080 0.000
H 2.141 1.328 -0.284 0.006



# 5
20
Properties=species:S:1:pos:R:3:lowdin_charge:R:1 method="wB97M-V/def2-TZVPD" charge=+1 gap_ha=0.332 e_above_lowest_kcal_mol=54.5
C -0.723 -1.331 -0.237 -0.159
C 2.726 -0.320 -0.630 -0.004
C 1.669 1.200 0.864 -0.027
C -1.925 -0.757 -0.516 -0.561
N 1.752 -0.227 0.518 -0.038
P -4.422 0.687 -0.573 0.551
S -3.078 -0.345 0.800 0.501
H 0.706 -0.275 0.204 0.105
H -0.179 -1.556 -1.166 0.085
H -0.563 -1.761 0.669 0.027
H 2.824 -1.225 -1.078 0.055
H 2.342 0.241 -1.510 0.129
H 3.759 -0.114 -0.310 0.121
H 2.630 1.602 1.108 0.104
H 1.457 1.812 0.055 0.089
H 1.012 1.416 1.626 0.087
H -2.028 -0.193 -1.421 0.028
H 1.932 -0.927 1.258 0.196
H -5.623 0.253 0.134 -0.115
H -4.267 1.820 0.204 -0.175



# 6
12
Properties=species:S:1:pos:R:3:lowdin_charge:R:1 method="wB97M-V/def2-TZVPD" charge=+1 gap_ha=0.132 e_above_lowest_kcal_mol=84.2
O 0.101 -1.163 0.987 0.001
C 1.284 -0.759 0.739 -0.268
C 2.491 -1.132 1.133 0.051
H 2.594 -1.855 1.941 0.092
H 3.371 -0.625 0.739 0.073
H -0.894 -0.424 0.251 0.294
C 1.037 0.775 -0.692 0.081
C -0.172 1.019 -1.005 -0.234
O -1.315 0.623 -0.690 -0.149
Li -3.108 1.278 -1.177 0.322
H 1.871 1.454 -0.562 0.086
Ba -7.260 0.808 -1.662 0.653



# 7
54
Properties=species:S:1:pos:R:3:lowdin_charge:R:1 method="wB97M-V/def2-TZVPD" smiles="CCOc1ccc(CC(=O)Nc2ccc(NC(=O)c3ccco3)cc2)cc1OCC" gap_ha=0.314 e_above_lowest_kcal_mol=49.5
C 5.497 2.738 -1.405 -0.055
C 5.942 2.567 0.044 -0.237
O 6.221 1.216 0.369 -0.040
C 5.250 0.262 0.274 -0.204
C 5.710 -1.010 -0.054 0.009
C 4.861 -2.093 -0.154 -0.040
C 3.507 -1.933 0.091 -0.214
C 3.039 -0.675 0.443 0.029
C 3.876 0.430 0.534 -0.177
O 3.432 1.676 0.896 -0.071
C 2.047 1.960 0.899 -0.234
C 1.433 1.994 -0.498 -0.053
H 0.378 2.245 -0.425 0.080
H 1.932 2.746 -1.104 0.076
H 1.528 1.032 -0.994 0.070
H 1.987 2.953 1.355 0.125
H 1.505 1.258 1.546 0.115
H 1.989 -0.551 0.650 0.100
C 2.558 -3.105 -0.023 -0.053
H 2.972 -3.824 -0.732 0.127
H 2.450 -3.598 0.947 0.121
C 1.212 -2.637 -0.553 -0.477
O 0.997 -2.468 -1.730 0.086
N 0.306 -2.394 0.441 0.121
C -0.991 -1.878 0.346 -0.226
C -1.555 -1.445 -0.851 0.006
C -2.839 -0.938 -0.878 0.008
C -3.589 -0.853 0.292 -0.220
C -3.022 -1.279 1.492 -0.026
C -1.739 -1.783 1.519 -0.029
H -1.313 -2.111 2.457 0.110
H -3.592 -1.217 2.409 0.111
N -4.895 -0.363 0.327 0.140
C -5.657 0.126 -0.695 -0.403
O -5.301 0.243 -1.851 0.086
C -7.007 0.518 -0.255 -0.184
C -8.043 1.036 -0.989 0.014
C -9.111 1.226 -0.086 -0.047
C -8.653 0.811 1.128 -0.105
O -7.386 0.382 1.042 0.040
H -9.116 0.774 2.094 0.123
H -10.083 1.614 -0.308 0.104
H -8.023 1.247 -2.038 0.120
H -5.337 -0.385 1.237 0.139
H -3.268 -0.607 -1.808 0.103
H -0.984 -1.515 -1.762 0.103
H 0.595 -2.614 1.385 0.141
H 5.254 -3.059 -0.432 0.112
H 6.767 -1.119 -0.242 0.121
H 6.897 3.074 0.208 0.122
H 5.195 2.987 0.724 0.110
H 6.240 2.315 -2.077 0.081
H 4.551 2.231 -1.573 0.064
H 5.376 3.794 -1.629 0.077



Copy entry 4 word for word.
27
Properties=species:S:1:pos:R:3:mulliken_spin:R:1 method="wB97M-V/def2-TZVPD" spin_multiplicity=3 gap_ha="0.257 / 0.223" e_above_lowest_kcal_mol=28.4
C 0.117 -0.887 0.816 0.059
C -0.930 1.160 1.484 -0.025
C -0.221 -0.522 -0.521 -0.036
C -1.381 1.366 0.213 0.046
C -0.279 0.001 1.850 0.027
C -1.093 0.422 -0.806 0.017
C 3.710 0.685 1.427 0.852
C -0.016 -0.384 3.242 0.003
C -1.761 -0.632 -2.901 0.002
C -0.404 -0.950 -3.517 -0.003
N -1.645 0.540 -2.132 0.000
O 0.085 -2.046 -3.646 0.000
P 3.004 0.144 0.014 1.043
H 0.462 -1.930 1.058 -0.001
H -1.043 1.855 2.285 -0.003
H 0.333 -1.123 -1.290 -0.024
H -2.216 2.076 0.087 0.004
H 4.296 -0.072 2.009 0.016
H 3.658 1.737 1.783 0.019
H 0.141 0.451 3.945 -0.003
H -0.910 -0.912 3.639 0.003
H 0.899 -1.061 3.417 -0.001
H -2.400 -0.489 -3.822 0.000
H -2.128 -1.593 -2.411 -0.001
H 0.148 -0.150 -3.861 0.001
H -2.567 0.986 -2.080 0.000
H 2.141 1.328 -0.284 0.006